Density functional theory data (ωB97M-V/def2-TZVPD) for an isolated molecule of C4H12N2O in a non-equilibrium geometry.

Each atom is followed by the atoms it is bonded to, with distances in Å.
Geometry (Å):
1 N 1.59 -0.13 -1.16  C2 1.480, H8 1.036, H9 1.060
2 C 0.40 -0.32 -0.31  N1 1.480, C3 1.537, C6 1.560, H10 1.118
3 C -0.79 0.28 -1.07  C2 1.537, C4 1.550, H11 1.105, H12 1.128
4 C -2.22 0.26 -0.46  C3 1.550, O5 1.473, H13 1.034, H14 1.138
5 O -2.72 -1.02 0.07  C4 1.473, H15 0.971
6 C 0.66 0.34 1.08  C2 1.560, N7 1.458, H16 1.110, H17 1.008
7 N 1.74 -0.19 1.90  C6 1.458, H18 0.966, H19 1.033
8 H 2.20 -0.85 -1.60  N1 1.036
9 H 2.27 0.63 -0.89  N1 1.060
10 H 0.25 -1.42 -0.20  C2 1.118
11 H -0.94 -0.37 -1.94  C3 1.105
12 H -0.44 1.24 -1.54  C3 1.128
13 H -2.83 0.50 -1.25  C4 1.034
14 H -2.25 0.96 0.44  C4 1.138
15 H -2.21 -1.25 0.86  O5 0.971
16 H -0.25 0.16 1.69  C6 1.110
17 H 0.80 1.33 0.93  C6 1.008
18 H 2.30 0.59 2.03  N7 0.966
19 H 2.46 -0.76 1.43  N7 1.033

Net charge: 0
F_max: 4.9 eV/Å
Structure (SMILES): NC[C@H](N)CCO
HOMO-LUMO gap: 10.0 eV
Total energy: -9368.7330 eV

Atomic partial charges in e from the natural (NBO) method, atoms 1 to 5: atom 1 (N): -0.903, atom 2 (C): -0.051, atom 3 (C): -0.443, atom 4 (C): -0.060, atom 5 (O): -0.726